{
  "formula": "C3H6N2O",
  "method": "ωB97M-V/def2-TZVPD",
  "species": ["C", "C", "N", "C", "O", "N", "H", "H", "H", "H", "H", "H"],
  "positions_angstrom": [[-1.5729, 0.0483, -0.5597], [-0.4168, -0.0015, 0.4641], [0.4593, 1.1341, 0.2318], [1.6075, 0.7976, -0.1566], [1.7655, -0.5542, -0.3279], [0.8085, -1.2917, 0.3988], [-1.2922, 0.0823, -1.5744], [-2.1601, 0.9006, -0.2891], [-2.0084, -0.9183, -0.3386], [-0.7464, -0.1449, 1.4354], [2.2693, 1.4110, -0.5980], [1.2868, -1.4633, 1.3142]],
  "forces_ev_per_a": [[1.35, -1.86, 2.16], [3.69, -0.31, -2.09], [-0.61, 0.66, 1.20], [-4.29, -3.54, 0.75], [2.11, -0.12, -0.26], [-2.08, 1.85, -0.59], [0.65, 0.14, -1.08], [-0.62, 0.27, 0.14], [-1.10, 0.02, -0.40], [-0.79, 0.27, 1.86], [2.65, 1.90, -1.14], [-0.95, 0.72, -0.53]],
  "lowdin_charge": [-0.0358, -0.2378, 0.0733, -0.1874, -0.1413, 0.0332, 0.0621, 0.0732, 0.0744, 0.0913, 0.0938, 0.1011],
  "smiles": "C[C@@H]1N=CON1",
  "e_homo_ev": -9.4,
  "charge": 0
}

---

{
  "formula": "C4H12N3O2P",
  "method": "ωB97M-V/def2-TZVPD",
  "species": ["C", "C", "C", "C", "N", "N", "N", "O", "O", "P", "H", "H", "H", "H", "H", "H", "H", "H", "H", "H", "H", "H"],
  "positions_angstrom": [[-1.0185, 0.9714, 2.1078], [1.2301, -0.6254, -0.8128], [-0.8179, 2.4621, 2.1516], [3.1068, -0.9599, -2.2279], [-1.1507, -1.6180, 1.1509], [-2.6243, -0.5100, -2.0045], [0.7234, 0.0135, 0.2600], [0.5957, -1.4448, -1.4036], [2.5570, -0.2842, -1.0756], [-1.0211, -0.0088, 0.6696], [-1.8628, 0.5034, 2.8508], [-0.8243, 2.6869, 1.1070], [0.0722, 2.5896, 2.7479], [-1.7162, 2.9336, 2.6063], [2.5080, -0.6729, -2.9831], [3.2487, -1.9662, -2.1685], [4.1111, -0.5599, -2.1527], [-1.3608, -1.6899, 2.1399], [-1.8013, -2.1747, 0.6235], [-3.3831, 0.1171, -2.2142], [-1.7896, -0.1301, -2.4320], [1.2176, 0.3671, 1.0600]],
  "forces_ev_per_a": [[-2.84, -1.80, 2.54], [1.79, 0.33, 1.03], [-1.54, -1.63, 0.41], [1.90, 2.56, 3.14], [-0.48, 0.15, 1.09], [-0.01, -1.02, 0.41], [-1.58, 1.39, 1.35], [-0.35, -0.56, -1.60], [-1.85, -0.99, 0.81], [1.35, -0.45, -1.87], [2.18, 1.19, -1.55], [0.83, 1.21, -0.55], [0.40, 0.97, -0.21], [0.81, -0.09, -0.09], [-1.35, 0.76, -3.22], [-0.42, -3.03, 0.59], [0.19, 0.35, -1.07], [0.15, -0.31, 0.02], [-0.15, 0.04, -0.31], [-0.39, 0.62, -0.22], [0.32, 0.25, -0.20], [1.04, 0.05, -0.51]],
  "mulliken_spin": [0.7996, 0.0271, -0.0280, -0.0007, 0.0198, 1.0320, 0.0676, 0.0003, -0.0038, 0.0851, -0.0037, 0.0082, 0.0387, 0.0183, 0.0004, 0.0000, 0.0000, -0.0012, -0.0038, -0.0249, -0.0230, -0.0081],
  "e_homo_ev": [-7.5, -8.9],
  "spin_multiplicity": 3,
  "charge": 0
}

---

{
  "formula": "C34H56N7O5",
  "method": "ωB97M-V/def2-TZVPD",
  "species": ["C", "N", "C", "C", "C", "C", "C", "C", "C", "C", "N", "C", "C", "C", "H", "H", "H", "H", "H", "H", "H", "H", "H", "H", "H", "H", "H", "H", "C", "N", "C", "C", "C", "C", "C", "C", "C", "C", "N", "C", "C", "C", "H", "H", "H", "H", "H", "H", "H", "H", "H", "H", "H", "H", "H", "H", "C", "N", "C", "C", "C", "C", "O", "H", "H", "H", "H", "H", "H", "H", "H", "H", "H", "H", "H", "H", "H", "C", "N", "C", "C", "C", "C", "O", "H", "H", "H", "H", "H", "H", "H", "H", "H", "H", "H", "H", "H", "H", "N", "O", "O", "O"],
  "positions_angstrom": [[8.0527, 1.5336, -6.5103], [8.5546, 1.0108, -5.2357], [7.7812, 1.3572, -4.2079], [8.0268, 0.7415, -3.0025], [8.9631, -0.2578, -2.9020], [9.7638, -0.5428, -3.9712], [9.5529, 0.1257, -5.1186], [9.0975, -0.9595, -1.5592], [8.7603, -2.2950, -1.4550], [8.4768, -2.9461, -0.2599], [8.7082, -2.2910, 0.8857], [9.1066, -1.0102, 0.8111], [9.2596, -0.2536, -0.3739], [8.5220, -2.9788, 2.1832], [7.3573, 0.8275, -6.9483], [8.8265, 1.6450, -7.2468], [7.5961, 2.4992, -6.4234], [7.1589, 2.2439, -4.3426], [7.4377, 0.9527, -2.1442], [10.4489, -1.3244, -3.9318], [10.1360, 0.0374, -5.9992], [8.5708, -2.8537, -2.3623], [8.0458, -3.9534, -0.1210], [9.3623, -0.5289, 1.7700], [9.5262, 0.7658, -0.3181], [8.1833, -3.9773, 1.9967], [7.6901, -2.4991, 2.7732], [9.4685, -2.9938, 2.7001], [-8.6682, -2.7659, 3.1159], [-7.9993, -2.2984, 4.3867], [-8.6130, -2.2751, 5.5853], [-8.0590, -1.7869, 6.6965], [-6.7705, -1.3496, 6.6539], [-6.0865, -1.3050, 5.4277], [-6.7598, -1.7827, 4.3209], [-5.9573, -0.8331, 7.8191], [-4.7379, -1.4172, 8.1011], [-3.8356, -0.7830, 8.9045], [-4.1831, 0.4582, 9.3791], [-5.3948, 0.9990, 9.1773], [-6.2722, 0.3645, 8.3475], [-3.1937, 1.1784, 10.1503], [-9.1180, -1.8767, 2.6488], [-9.5080, -3.4495, 3.3849], [-8.0052, -3.2849, 2.4310], [-9.5781, -2.7362, 5.5301], [-8.5626, -1.6885, 7.6563], [-5.1360, -0.7678, 5.2916], [-6.3844, -1.6796, 3.2905], [-4.3918, -2.3602, 7.6433], [-2.8222, -1.2109, 9.1654], [-5.6647, 1.9221, 9.6963], [-7.2353, 0.8280, 8.0964], [-2.4056, 1.6270, 9.5717], [-2.7689, 0.4482, 10.8650], [-3.6724, 2.0435, 10.6428], [-0.8113, 3.5447, -1.1293], [-0.7097, 3.2263, 0.3704], [-0.5244, 1.6800, 0.5161], [0.5471, 3.8231, 0.9077], [-2.0586, 3.5673, 1.0557], [-2.0232, 3.3595, 2.6126], [-1.1540, 4.2906, 3.1988], [-1.5730, 2.8802, -1.5900], [0.1864, 3.3372, -1.5081], [-1.0448, 4.5689, -1.1715], [-0.1397, 1.3508, -0.4488], [-1.4780, 1.1634, 0.6908], [0.1129, 1.5600, 1.3934], [0.6358, 3.6473, 1.9980], [0.6226, 4.9265, 0.8997], [1.3565, 3.3992, 0.3482], [-2.7946, 2.8321, 0.6860], [-2.3597, 4.5845, 0.7993], [-1.6271, 2.3956, 2.8889], [-3.0181, 3.4332, 3.0658], [-1.5398, 4.8454, 3.9090], [-3.5351, 0.0015, -6.8864], [-3.0556, -1.4490, -7.0825], [-4.2845, -2.2876, -7.1015], [-2.3762, -1.5290, -8.4035], [-2.0379, -1.9459, -5.9443], [-1.4370, -0.9382, -4.9015], [-0.5074, -0.1703, -5.6712], [-4.0257, 0.2791, -7.8136], [-2.7136, 0.7179, -6.6997], [-4.2686, -0.0426, -6.0545], [-4.7267, -2.2805, -6.1107], [-4.0245, -3.3790, -7.3036], [-4.9037, -1.9254, -7.8780], [-3.0523, -1.2552, -9.2357], [-2.0885, -2.5521, -8.5307], [-1.5365, -0.8645, -8.4187], [-1.2126, -2.4747, -6.4416], [-2.6106, -2.7530, -5.4005], [-0.8530, -1.5771, -4.2156], [-2.2418, -0.3064, -4.4565], [-0.0405, 0.4745, -5.1659], [1.1160, 0.3661, -3.0900], [1.7067, -0.0818, -4.1176], [0.5097, 1.5391, -3.1621], [0.9444, -0.2741, -2.0726]],
  "forces_ev_per_a": [[0.67, -0.33, -1.45], [-1.05, 0.69, -0.22], [0.85, 0.43, 1.15], [-0.72, 0.15, 0.04], [0.44, -0.41, 1.71], [-0.46, -0.19, 0.37], [-0.52, 0.92, -1.47], [-0.80, 0.72, -0.29], [-0.83, -1.48, -0.55], [0.20, -0.06, -0.14], [-0.04, 0.60, -0.56], [0.82, 1.69, 0.72], [-0.31, -2.56, 1.02], [-1.14, 0.86, 0.57], [-0.29, -0.16, 0.23], [0.72, -0.04, -0.09], [-0.25, 0.35, 0.50], [-0.25, -0.71, 0.05], [-0.49, 0.48, 0.45], [1.42, -0.98, 0.02], [0.49, -0.48, -0.66], [0.00, -0.07, -0.01], [0.50, 0.61, -0.63], [-0.36, -0.36, -0.48], [0.24, 0.92, 0.12], [0.08, -0.58, -0.23], [1.15, -0.15, -0.57], [0.12, 0.07, 0.30], [-1.52, 0.09, 0.78], [0.96, 0.14, 0.19], [-1.83, -1.51, -2.41], [0.32, 0.75, 2.37], [2.43, 0.56, -0.11], [-0.60, 0.13, -0.35], [0.36, 0.47, -1.37], [-0.30, -1.10, -1.95], [1.16, -1.45, -0.34], [0.32, 0.78, 0.42], [0.18, -0.72, -0.20], [0.46, 0.19, 0.46], [-1.86, 1.24, 0.35], [0.25, 0.51, 1.84], [0.29, -0.32, 0.05], [0.76, 0.49, -0.09], [0.35, 0.13, 0.32], [-0.56, 0.05, 0.43], [-0.38, -0.51, -0.38], [-0.43, -0.66, 0.19], [0.10, -0.20, 0.72], [-0.57, 0.47, 0.31], [-1.36, 0.81, -0.29], [0.46, -0.21, -0.27], [0.49, -0.06, 0.31], [0.28, -0.26, -0.72], [-0.14, 0.79, -0.12], [0.15, -0.73, 0.13], [0.14, -1.54, 1.15], [-1.44, -1.41, -0.04], [-0.28, 0.99, -0.16], [-0.17, 1.25, 1.67], [0.42, -0.60, 1.17], [0.10, 0.82, -0.48], [0.32, 1.16, 0.82], [0.61, 0.57, 0.28], [-0.26, -0.09, -0.48], [-0.40, 1.27, -0.41], [0.56, -0.34, 0.27], [0.18, 0.48, -0.11], [0.09, -0.40, -0.46], [-0.07, -0.49, -0.78], [-0.60, -0.47, -0.74], [0.41, -0.25, -0.19], [0.40, 0.53, -0.30], [0.19, -0.10, 0.04], [-0.03, -0.73, -0.30], [-0.10, 0.00, -0.57], [0.07, -0.64, -0.82], [0.06, -0.58, 0.67], [0.94, 1.26, 0.96], [1.35, -2.24, 0.62], [-0.64, 0.00, -0.52], [-1.06, -0.87, 0.80], [0.23, 0.08, -2.23], [-1.79, -0.95, -1.00], [-0.20, 0.01, 0.02], [-0.22, -0.78, 0.03], [0.55, 0.36, -0.53], [-0.29, 0.31, -0.09], [-0.11, 1.48, 0.06], [-0.88, 0.34, -0.59], [0.09, -0.09, 0.65], [0.40, -0.50, -0.23], [0.53, 0.24, 0.15], [-0.29, 0.50, -0.10], [0.47, 0.97, -0.47], [-0.67, 0.32, 0.27], [0.69, -0.55, 0.13], [0.74, 0.75, 1.05], [-1.37, 1.93, -2.22], [-0.40, 0.70, 1.93], [1.21, -1.63, -0.16], [0.55, -0.93, 1.01]],
  "lowdin_charge": [0.0452, -0.0601, 0.0354, 0.0557, -0.1184, 0.0594, 0.0451, -0.1152, 0.0514, 0.0383, -0.0854, 0.0323, 0.0720, 0.0511, 0.1248, 0.1117, 0.1071, 0.1664, 0.1333, 0.1350, 0.1583, 0.1439, 0.1675, 0.1663, 0.1313, 0.0934, 0.1374, 0.1168, 0.0618, -0.0567, 0.0243, 0.0477, -0.1213, 0.0526, 0.0069, -0.1432, 0.0333, 0.0428, -0.0800, 0.0426, 0.0392, 0.0252, 0.1218, 0.1246, 0.1080, 0.1583, 0.1633, 0.1499, 0.1605, 0.1585, 0.1855, 0.1700, 0.1623, 0.1107, 0.1296, 0.1218, 0.0275, -0.3176, 0.0350, -0.0136, -0.0622, -0.2283, -0.0780, 0.1257, 0.0868, 0.0896, 0.0758, 0.1033, 0.1006, 0.1016, 0.1282, 0.1039, 0.1299, 0.1391, 0.1024, 0.1287, 0.1255, 0.0211, -0.3387, -0.0158, -0.0027, -0.0403, -0.2052, -0.0809, 0.1034, 0.1127, 0.1128, 0.1041, 0.1428, 0.0961, 0.1258, 0.1022, 0.1093, 0.1328, 0.1341, 0.1301, 0.1241, 0.0300, -0.5852, -0.0475, -0.1327, -0.0361],
  "e_homo_ev": -15.7,
  "charge": 5
}

---

{
  "formula": "C5H6O2",
  "method": "ωB97M-V/def2-TZVPD",
  "species": ["C", "C", "C", "O", "C", "C", "O", "H", "H", "H", "H", "H", "H"],
  "positions_angstrom": [[-2.4050, 0.0252, 0.0491], [-0.8935, 0.1128, -0.0474], [-0.1145, 1.1929, -0.0395], [1.3270, 1.1690, -0.0500], [1.7634, -0.1218, 0.0734], [1.0447, -1.1981, -0.0250], [-0.3425, -1.1756, -0.0527], [-2.8401, -0.3080, -0.9745], [-2.7466, 1.0536, 0.3709], [-2.6333, -0.5829, 0.9657], [-0.3665, 2.2356, 0.0430], [2.8763, -0.1510, 0.3444], [1.4630, -2.2606, 0.0081]],
  "forces_ev_per_a": [[0.33, 1.22, 0.07], [0.09, -0.51, 0.25], [1.24, 0.32, 0.12], [-1.81, -0.63, 0.15], [3.63, 1.07, 0.59], [-0.55, -2.76, 0.41], [-0.11, 0.33, -0.64], [0.44, 0.38, 2.13], [0.03, -0.97, -0.89], [-0.04, -0.05, -1.35], [-0.78, -0.14, -0.12], [-1.81, -0.14, -0.82], [-0.67, 1.89, 0.09]],
  "lowdin_charge": [-0.0257, -0.3130, -0.0228, -0.0522, -0.1612, -0.1179, -0.0340, 0.1167, 0.0902, 0.0955, 0.1242, 0.1508, 0.1494],
  "smiles": "CC1=COC=CO1",
  "e_homo_ev": -7.8,
  "charge": 0
}

---

Number 1: molecular weight 86.09 g mol⁻¹. Number 2: molecular weight 165.13 g mol⁻¹. Number 3: molecular weight 642.87 g mol⁻¹. Number 4: molecular weight 98.10 g mol⁻¹.